(1)
# C4H5NO2

An isolated molecule of C4H5NO2 (wB97M-V/def2-TZVPD, the Open Molecules 2025 dataset).

Each line ends with the natural charge from an NBO analysis.
Atoms and positions in Å:
C: 1.79219 1.16296 -0.26697  -0.265
O: 1.89458 -0.22536 -0.05765  -0.380
C: 0.01146 -0.91445 0.48549  0.497
N: 1.09826 -0.74696 1.04042  -0.172
O: -2.47391 0.00881 1.36882  -0.516
C: -2.34546 -0.48112 0.26852  0.401
C: -1.08256 -1.03902 -0.23400  -0.512
H: 0.74746 1.49824 -0.34197  0.179
H: 2.32592 1.70129 0.51806  0.183
H: 2.28817 1.29544 -1.23144  0.204
H: -3.20629 -0.62368 -0.40894  0.121
H: -1.04981 -1.63614 -1.14034  0.260

Calculated values
largest force on an atom	0.93	eV/Å
spin multiplicity	1
HOMO-LUMO gap	9.594	eV
energy relative to the best compared isomer or geometry (same formula, charge and spin)	458.6	kJ/mol
total energy	-9809.561	eV
HOMO energy	-10.13	eV
SMILES	CON=C=CC=O


(2)
# C3H5Cl7

A cluster of 3 separate species, C3H5Cl7 in total (wB97M-V/def2-TZVPD, the Open Molecules 2025 dataset).

Each line ends with the natural charge from an NBO analysis.
Atoms and positions in Å:
C: 3.21637 -18.13384 8.29956  -0.386
Cl: 1.54504 -18.56843 7.80224  -0.191
Cl: 3.29221 -16.46354 8.88481  -0.182
Cl: 4.41381 -18.56232 7.00245  -0.349
H: 3.35571 -18.78265 9.16427  0.170
C: 5.61488 -16.71009 4.07659  -0.417
Cl: 4.43343 -17.77774 3.28632  -0.028
Cl: 5.09049 -15.02990 3.86711  -0.055
H: 5.82308 -16.81613 5.14125  0.247
H: 6.62366 -16.86168 3.69255  0.207
C: 1.30278 -18.08120 4.38641  -0.403
Cl: -0.16365 -17.32614 4.80813  -0.009
Cl: 1.20488 -19.88935 4.53147  -0.068
H: 1.37375 -17.85997 3.32146  0.211
H: 2.12763 -17.70746 4.99307  0.254

Calculated values
largest force on an atom	3.03	eV/Å
spin multiplicity	2
HOMO-LUMO gap (spin up / spin down)	2.836 / 9.116	eV
charge	-1
total energy	-90848.326	eV
HOMO energy (spin up / spin down)	0.08 / -6.25	eV


(3)
# C9H11MgNO5

A structure of composition C9H11MgNO5 (wB97M-V/def2-TZVPD, the Open Molecules 2025 dataset).

Each line ends with the natural charge from an NBO analysis.
Atoms and positions in Å:
Mg: -0.72284 0.02215 -2.56539  1.605
O: 2.62719 -1.61580 -1.75963  -0.363
C: 1.59672 -1.11690 -1.88332  0.428
C: -2.11901 0.89108 -0.44483  0.429
O: -2.81214 1.28249 0.37685  -0.375
C: -1.24061 -2.08567 -1.16643  0.422
O: -1.56551 -3.02858 -0.61293  -0.349
C: 0.67442 1.88393 -1.58630  0.417
O: 1.23415 2.77258 -1.14172  -0.346
C: -0.84085 -0.14049 -4.74604  -0.543
H: 0.03298 0.46390 -5.07272  0.277
H: -0.79029 -1.23813 -4.91668  0.279
C: -2.01219 0.46510 -4.36802  -0.466
H: -2.94000 -0.12600 -4.22729  0.276
H: -2.10867 1.56930 -4.38599  0.275
C: 1.71087 -1.14297 3.18452  -0.421
N: 0.83111 0.01418 2.99341  -0.386
C: 0.66242 0.84934 4.24216  -0.426
C: 0.21710 0.34644 1.84327  0.544
O: 0.31932 -0.17751 0.72272  -0.754
H: 2.04373 -1.17622 4.21984  0.233
H: 2.59814 -1.04774 2.54919  0.219
H: 1.16383 -2.06827 2.97506  0.220
H: 1.04197 1.87473 4.13073  0.223
H: -0.37599 0.90247 4.59675  0.225
H: 1.23491 0.41715 5.07215  0.236
H: -0.46073 1.20945 1.97064  0.120

Calculated values
largest force on an atom	4.41	eV/Å
spin multiplicity	1
HOMO-LUMO gap	6.514	eV
charge	+2
total energy	-26666.116	eV
HOMO energy	-15.29	eV


(4)
# C26H43Br4ClNO5S3

A cluster of 4 separate species, C26H43Br4ClNO5S3 in total (wB97M-V/def2-TZVPD, the Open Molecules 2025 dataset).

Each line ends with the Löwdin charge.
Atoms and positions in Å:
C: -0.14837 2.10260 -0.51613  0.007
C: -1.35531 2.31598 0.00389  -0.155
C: -2.15928 1.28093 0.77216  -0.122
C: -1.47029 -0.04956 0.81302  -0.081
C: -0.60642 -0.30433 1.90102  -0.146
C: -0.36861 0.68915 2.96789  -0.701
Br: 1.25011 1.64991 2.68932  0.881
C: -1.17586 0.88477 4.00699  -0.766
C: -2.44039 0.08149 4.15659  -0.078
Br: -0.73854 2.15497 5.32138  0.797
C: 0.06740 -1.52760 1.97426  -0.114
C: 0.98386 -1.92411 3.09844  -0.075
C: 0.46868 -3.19752 3.81009  -0.195
O: 1.21408 -4.32272 3.39985  -0.162
C: 2.27060 -4.71284 4.28164  -0.243
C: 3.56995 -4.89771 3.49477  -0.063
C: -0.12494 -2.43299 0.94871  0.035
N: -0.92513 -2.17810 -0.09761  0.013
C: -0.97883 -3.24283 -1.12485  -0.133
C: 0.40607 -3.72637 -1.49752  -0.800
O: 0.66122 -4.85796 -1.57402  0.132
Cl: 1.58735 -2.46721 -1.83562  0.747
C: -1.62471 -1.01449 -0.19381  -0.159
C: -2.53966 -0.80612 -1.36931  -0.616
Br: -3.94699 -2.16631 -1.32306  0.803
C: -1.75051 -0.63128 -2.72298  -0.720
C: -2.05062 0.76112 -3.28272  -0.142
Br: -2.26665 -1.87431 -4.13620  0.786
H: 0.54758 1.39521 -0.08528  0.037
H: 0.21006 2.65984 -1.36888  0.077
H: -1.80690 3.29656 -0.06407  0.087
H: -3.14713 1.24904 0.32245  0.125
H: -2.28916 1.67694 1.77471  0.110
H: -2.98832 0.12396 3.21996  0.078
H: -3.05500 0.52566 4.93033  0.074
H: -2.23413 -0.96176 4.37882  0.090
H: 1.14222 -1.09220 3.77291  0.100
H: 1.93088 -2.18339 2.63011  0.139
H: -0.55731 -3.38646 3.49293  0.124
H: 0.46020 -3.08254 4.89177  0.126
H: 2.44417 -3.95751 5.04489  0.116
H: 1.99510 -5.65418 4.75013  0.117
H: 4.21237 -4.02736 3.60850  0.071
H: 3.36934 -5.03397 2.43797  0.074
H: 4.11559 -5.74818 3.89183  0.074
H: 0.39210 -3.38089 1.00385  0.160
H: -1.51784 -4.08459 -0.70938  0.146
H: -1.45006 -2.91451 -2.04203  0.012
H: -3.09482 0.10149 -1.23005  0.058
H: -0.68291 -0.73402 -2.56186  0.063
H: -1.99912 1.49840 -2.48957  0.055
H: -3.08498 0.75170 -3.61704  0.079
H: -1.37958 1.01511 -4.09238  0.085
C: 4.30131 5.78351 1.39821  -0.251
S: 3.77326 4.08617 1.15281  0.757
O: 4.07219 3.33605 2.40662  -0.585
C: 5.04321 3.66529 -0.04359  -0.260
H: 3.65919 6.23091 2.15334  0.038
H: 5.33583 5.79789 1.74080  0.063
H: 4.19947 6.33007 0.46098  0.064
H: 6.02739 3.82227 0.39746  0.062
H: 4.91904 4.28345 -0.93233  0.059
H: 4.92174 2.61694 -0.30766  0.049
C: 0.61262 5.78364 2.42164  -0.260
S: -0.30118 5.72515 0.87754  0.778
O: 0.67472 5.91236 -0.22655  -0.546
C: -1.15713 7.28775 1.10725  -0.260
H: 1.25262 4.90403 2.46703  0.008
H: 1.22017 6.68851 2.44930  0.058
H: -0.08672 5.76864 3.25780  0.058
H: -0.42847 8.09000 1.22147  0.061
H: -1.79628 7.22446 1.98801  0.056
H: -1.76771 7.46944 0.22539  0.052
C: -3.15636 -4.20810 -8.91407  -0.268
S: -2.76152 -5.02535 -7.36517  0.810
O: -3.27488 -4.15570 -6.27158  -0.604
C: -0.98682 -4.76164 -7.45829  -0.271
H: -4.23728 -4.22225 -9.03412  0.052
H: -2.80206 -3.17768 -8.88512  0.059
H: -2.69031 -4.74948 -9.73707  0.056
H: -0.77853 -3.69363 -7.52766  0.056
H: -0.58805 -5.28530 -8.32674  0.055
H: -0.54003 -5.16628 -6.55254  0.048

Calculated values
largest force on an atom	1.78	eV/Å
spin multiplicity	1
HOMO-LUMO gap	6.742	eV
charge	+1
total energy	-364575.253	eV
HOMO energy	-10.70	eV


Number 1 is which compound?
C4H5NO2


spin multiplicity of number 3 (C9H11MgNO5)?
1


The lowest largest force on an atom belongs to which entry?
C4H5NO2